Record 1
Here is 2 unconnected molecules or ions with the total composition C5H11ClNP in a non-equilibrium geometry from the OMol25 dataset. Energies are from the ωB97M-V functional and the def2-TZVPD basis.

Structure (ORCA input):
```
! wB97M-V def2-TZVPD RIJCOSX def2/J DEFGRID3
* xyz 0 1
C -1.13 0.62 -1.51
C -1.12 1.11 -0.11
C -0.16 -0.69 -1.47
C -0.11 0.28 0.59
C 0.21 0.12 2.06
N 0.20 -0.80 -0.10
P 1.27 -2.06 0.45
Cl 2.00 1.67 -0.15
H -2.10 0.31 -1.82
H -0.59 1.30 -2.20
H -0.95 2.15 0.15
H -2.12 0.85 0.34
H -0.75 -1.64 -1.75
H 0.62 -0.59 -2.17
H -0.54 0.72 2.76
H 1.29 0.37 2.23
H 0.13 -0.86 2.35
H 1.87 -1.00 1.00
H 1.99 -1.85 -0.64
*
```

Computed properties:
Relative energy (zero: lowest compared OMol25 entry of this formula, charge and spin) ... 0.775 eV

For reference, the natural (NBO) charges in units of e are: atom 1 (C): -0.40, atom 2 (C): -0.50, atom 3 (C): -0.21, atom 4 (C): 0.57, atom 5 (C): -0.71, atom 6 (N): -0.62, atom 7 (P): 0.55, atom 8 (Cl): -0.77, atom 9 (H): 0.22, atom 10 (H): 0.25, atom 11 (H): 0.28, atom 12 (H): 0.23, atom 13 (H): 0.19, atom 14 (H): 0.22, atom 15 (H): 0.24, atom 16 (H): 0.29, atom 17 (H): 0.21, atom 18 (H): 0.00, atom 19 (H): -0.03


Record 2
Here is 3 unconnected molecules or ions with the total composition C5H17N2O in a non-equilibrium geometry from the OMol25 dataset. Energies are from the ωB97M-V functional and the def2-TZVPD basis.

Structure (ORCA input):
```
! wB97M-V def2-TZVPD RIJCOSX def2/J DEFGRID3
* xyz 1 1
N -2.26 3.24 1.10
C -1.13 2.37 0.80
C -0.13 3.08 -0.10
N -0.19 -2.24 0.61
C 1.99 -2.65 -0.21
C 0.50 -2.59 -0.59
C 0.25 -1.61 -1.77
H -2.51 3.39 2.07
H -1.17 -2.54 0.63
H -3.10 2.95 0.59
H -0.71 2.12 1.79
H -1.55 1.47 0.35
H -0.66 3.74 -0.79
H 0.69 3.58 0.41
H 0.35 2.32 -0.73
H 2.08 -3.49 0.47
H 2.60 -2.86 -1.10
H 2.39 -1.72 0.18
H 0.14 -3.61 -0.80
H 0.74 -2.06 -2.63
H 0.76 -0.69 -1.47
H -0.80 -1.40 -1.94
H -0.03 -1.25 0.94
H 1.19 0.21 1.47
O 0.57 0.21 0.72
*
```

Computed properties:
Relative energy (zero: lowest compared OMol25 entry of this formula, charge and spin) ... 7.840 eV

For reference, the natural (NBO) charges in units of e are: atom 1 (N): -0.65, atom 2 (C): -0.22, atom 3 (C): -0.61, atom 4 (N): -0.42, atom 5 (C): -0.62, atom 6 (C): -0.08, atom 7 (C): -0.56, atom 8 (H): 0.39, atom 9 (H): 0.40, atom 10 (H): 0.38, atom 11 (H): 0.22, atom 12 (H): 0.21, atom 13 (H): 0.23, atom 14 (H): 0.23, atom 15 (H): 0.23, atom 16 (H): 0.24, atom 17 (H): 0.25, atom 18 (H): 0.24, atom 19 (H): 0.25, atom 20 (H): 0.24, atom 21 (H): 0.25, atom 22 (H): 0.23, atom 23 (H): 0.40, atom 24 (H): 0.46, atom 25 (O): -0.67


Record 3
Here is 2 unconnected molecules or ions with the total composition C5H14N2O in a non-equilibrium geometry from the OMol25 dataset. Energies are from the ωB97M-V functional and the def2-TZVPD basis.

Structure (ORCA input):
```
! wB97M-V def2-TZVPD RIJCOSX def2/J DEFGRID3
* xyz 0 1
C -1.21 0.85 1.37
C -1.47 -0.29 0.37
C -0.21 -0.97 -0.11
C 0.42 -1.90 0.62
C -0.52 -0.40 -2.49
N 0.34 -0.51 -1.32
N -0.12 0.76 2.29
H -1.12 1.80 0.82
H -2.10 1.04 1.96
H -2.13 -1.09 0.70
H -2.04 0.13 -0.46
H 0.12 -2.10 1.65
H 1.40 -2.29 0.36
H -1.19 -1.25 -2.59
H 0.09 -0.29 -3.39
H -1.13 0.51 -2.44
H 1.26 -0.88 -1.46
H -0.25 0.38 3.22
H 0.82 0.75 1.95
H 1.48 2.24 -0.74
H 2.40 1.12 -1.04
O 2.34 1.89 -0.46
*
```

Computed properties:
SMILES ... C=C(CCN)NC.O
Relative energy (zero: lowest compared OMol25 entry of this formula, charge and spin) ... 2.390 eV

For reference, the natural (NBO) charges in units of e are: atom 1 (C): -0.21, atom 2 (C): -0.48, atom 3 (C): 0.20, atom 4 (C): -0.50, atom 5 (C): -0.41, atom 6 (N): -0.65, atom 7 (N): -0.87, atom 8 (H): 0.18, atom 9 (H): 0.20, atom 10 (H): 0.22, atom 11 (H): 0.21, atom 12 (H): 0.21, atom 13 (H): 0.19, atom 14 (H): 0.18, atom 15 (H): 0.21, atom 16 (H): 0.19, atom 17 (H): 0.37, atom 18 (H): 0.37, atom 19 (H): 0.39, atom 20 (H): 0.47, atom 21 (H): 0.46, atom 22 (O): -0.93


Asked for energy across the records above, the calculation gives -28662.9230, -10475.0941, -10438.6377 eV in order.